[1]
Below is a molecular structure, C34H46Cl4O3P4V in a non-equilibrium geometry, with properties calculated with ωB97M-V with the def2-TZVPD basis set.

The multiplicity is 2. The net charge is +2. The calculation puts the total energy at -155065.4738 eV.

Positions of all 92 atoms, in Å:
1 P 2.1923 1.2372 -1.2282
2 C 2.4297 1.8996 -2.8826
3 C 2.7199 3.2548 -3.1323
4 H 2.7629 3.9677 -2.3041
5 C 2.9553 3.6893 -4.4406
6 H 3.1889 4.7409 -4.6275
7 C 2.8963 2.7799 -5.5004
8 H 3.0875 3.1196 -6.5234
9 C 2.5931 1.4368 -5.2585
10 H 2.5405 0.7224 -6.0837
11 C 2.3572 0.9985 -3.9556
12 H 2.1157 -0.0504 -3.7562
13 C 1.9290 2.6376 -0.1026
14 C 0.7850 3.4341 -0.2990
15 H 0.1450 3.2500 -1.1688
16 C 0.4690 4.4559 0.5995
17 H -0.4433 5.0418 0.4521
18 C 1.3345 4.7421 1.6596
19 H 1.1062 5.5677 2.3399
20 C 2.4986 3.9911 1.8372
21 H 3.1923 4.2323 2.6500
22 C 2.7910 2.9335 0.9717
23 H 3.7114 2.3545 1.1093
24 C 3.7275 0.3941 -0.7584
25 C 4.9875 0.8931 -1.1570
26 H 5.0460 1.8297 -1.7182
27 C 6.1592 0.1977 -0.8442
28 H 7.1296 0.6003 -1.1494
29 C 6.0881 -1.0129 -0.1432
30 H 7.0016 -1.5608 0.0963
31 C 4.8458 -1.5199 0.2525
32 H 4.7776 -2.4649 0.7988
33 C 3.6746 -0.8148 -0.0448
34 H 2.7032 -1.2075 0.2642
35 V -1.3046 -1.1306 -0.6429
36 C -1.7952 -1.0101 1.4643
37 C -0.9897 -0.2219 2.2002
38 H -2.6297 -1.5597 1.9482
39 C 0.1683 0.4261 1.4378
40 O 1.4081 -0.0399 2.0604
41 H 2.1582 0.3309 1.5514
42 C 0.0849 0.0303 0.0249
43 H 0.1055 1.5381 1.4881
44 C 0.6666 0.0808 -1.1616
45 Cl -1.4643 -1.6936 -2.8630
46 P -0.6675 -3.4832 -0.1481
47 P -3.1850 0.4652 -0.9255
48 C -1.2527 -4.8162 -1.2493
49 H -1.1441 -4.4830 -2.2865
50 H -2.3195 -4.9931 -1.0601
51 H -0.6748 -5.7332 -1.0746
52 C 1.1416 -3.5725 -0.3481
53 H 1.6299 -3.1568 0.5417
54 H 1.4349 -2.9813 -1.2245
55 H 1.4463 -4.6184 -0.4876
56 C -0.9704 -4.1875 1.5036
57 H -2.0557 -4.1972 1.6690
58 H -0.4974 -3.5521 2.2617
59 H -0.5663 -5.2081 1.5672
60 C -4.7245 0.0024 -1.7864
61 H -5.4585 -0.3452 -1.0487
62 H -4.5177 -0.8323 -2.4702
63 H -5.1242 0.8647 -2.3380
64 C -3.8260 1.3987 0.5048
65 H -2.9921 1.8531 1.0549
66 H -4.3402 0.6950 1.1721
67 H -4.5259 2.1840 0.1832
68 C -2.5117 1.7647 -2.0101
69 H -1.9087 1.2963 -2.7970
70 H -1.8804 2.4449 -1.4260
71 H -3.3462 2.3186 -2.4590
72 P -1.0060 0.1815 3.9725
73 C -2.5754 -0.2770 4.6678
74 C -0.7287 1.9569 4.0443
75 H -2.7409 -1.3556 4.5434
76 H -3.3858 0.2842 4.1827
77 H -2.5461 -0.0281 5.7379
78 H 0.2473 2.2177 3.6119
79 H -0.7570 2.2738 5.0943
80 H -1.5169 2.4797 3.4846
81 C 0.3597 -0.6809 4.7425
82 H 0.2628 -1.7580 4.5533
83 H 0.3383 -0.4873 5.8214
84 H 1.3021 -0.3313 4.3031
85 H 0.3572 -0.4474 -2.0820
86 Cl -5.6324 -5.6507 -1.0348
87 C -5.7685 -3.9211 -0.6101
88 Cl -7.0868 -3.1429 -1.5194
89 Cl -6.0476 -3.7387 1.1311
90 C -4.3499 -3.2201 -1.0447
91 O -4.2089 -3.1794 -2.2709
92 O -3.5863 -2.8244 -0.1074

Cartesian forces, eV/Å:
0.3 0.2 -0.6
-0.2 0.2 -0.5
0.0 -0.1 0.1
0.0 -0.2 -0.3
0.0 -0.2 0.2
-0.1 -0.4 0.1
0.0 0.0 0.1
-0.1 -0.1 0.4
0.0 -0.1 0.1
0.0 0.3 0.3
0.0 0.0 0.0
0.1 0.3 -0.2
-0.3 0.2 0.4
-0.1 -0.1 0.1
0.2 0.1 0.4
0.1 -0.1 -0.3
0.4 -0.2 0.0
0.0 -0.1 0.0
0.1 -0.3 -0.2
0.0 0.0 0.0
-0.3 -0.1 -0.4
0.0 -0.3 -0.3
-0.4 0.2 0.0
0.3 -0.6 0.1
-0.2 0.1 0.0
0.0 -0.3 0.1
-0.3 0.0 0.1
-0.4 -0.2 0.1
-0.3 0.1 0.0
-0.3 0.2 -0.1
-0.1 0.2 0.0
0.1 0.4 -0.2
0.0 0.0 -0.1
0.4 0.0 -0.1
-2.2 -1.7 0.0
0.0 -0.3 0.1
0.6 0.2 -0.5
0.3 0.4 -0.5
0.8 0.8 1.2
-0.3 0.7 -0.9
-0.4 -0.1 0.5
-1.6 -1.5 -0.5
0.1 -0.5 0.1
2.8 2.0 0.6
0.2 0.2 0.4
-0.3 -0.8 0.2
-0.8 0.3 -0.1
-0.4 0.5 -0.2
0.0 -0.2 0.1
0.3 0.0 -0.1
-0.1 0.3 0.1
0.2 0.2 0.0
0.0 -0.1 -0.2
0.1 -0.2 0.1
0.0 0.3 0.1
-0.1 0.3 0.1
0.2 -0.1 0.0
-0.1 -0.2 -0.1
-0.1 0.3 -0.1
0.2 -0.6 0.0
0.2 0.0 -0.2
-0.1 0.2 0.1
0.2 -0.2 0.2
0.2 0.0 0.2
-0.2 0.0 -0.1
0.0 0.2 -0.1
0.2 -0.3 0.0
0.3 0.1 0.0
-0.2 0.2 0.0
-0.1 -0.1 -0.1
0.3 -0.1 0.1
0.3 -0.3 -1.7
-0.2 0.1 0.4
-0.1 0.2 0.3
0.0 0.3 0.0
0.2 -0.2 0.1
-0.2 -0.1 -0.2
-0.2 -0.2 0.2
0.0 0.1 -0.2
0.2 -0.2 0.2
0.1 0.0 0.4
0.0 0.3 0.1
0.1 -0.1 -0.1
-0.4 -0.1 0.2
0.0 0.2 0.3
-0.1 0.4 0.1
1.1 0.5 0.0
0.3 -0.3 0.3
-0.2 -0.1 -0.1
-0.7 -0.3 -1.3
0.2 0.1 1.5
0.5 0.5 -0.3

---

[2]
Below is a molecular structure, C10H15N2O2 in a non-equilibrium geometry, with properties calculated with ωB97M-V with the def2-TZVPD basis set.

Its relative energy (zero: lowest compared OMol25 entry of this formula, charge and spin) is 60.2 kcal per mole. The multiplicity is 1. The net charge is +1. The calculation puts the total energy at -17678.5588 eV.

Positions of all 29 atoms, in Å:
1 C 2.3193 -2.0820 -0.2710
2 C 1.2204 -1.5958 -0.5306
3 C -0.6794 -1.0388 0.9537
4 C 0.0046 1.2908 0.9961
5 C -1.0934 -0.8492 -0.3888
6 C -1.8388 0.9826 -0.4964
7 C 3.4712 -2.8763 0.1275
8 C 0.9425 2.1710 1.6828
9 C -2.3121 1.2955 -1.8725
10 C 0.2319 -0.9028 -1.2601
11 N 0.1010 0.0420 1.3879
12 N -0.7639 1.7901 0.0484
13 O -0.7866 -1.9543 1.7188
14 O -2.9628 1.0391 0.4457
15 H -1.9642 -1.3651 -0.7476
16 H 4.1606 -2.2644 0.8212
17 H 3.1465 -3.7271 0.6495
18 H 3.9957 -3.0052 -0.7692
19 H 0.7191 3.2183 1.5946
20 H 1.8140 1.9889 1.1801
21 H 0.9139 1.7501 2.6822
22 H -2.7566 0.2610 -2.1158
23 H -1.4780 1.6356 -2.5307
24 H -3.0310 2.1063 -1.8069
25 H 0.5528 0.1884 -1.6156
26 H 0.0423 -1.4618 -2.1052
27 H 0.6702 -0.3281 2.1417
28 H -0.8794 2.8004 0.1370
29 H -3.7598 0.8910 -0.0568

Cartesian forces, eV/Å:
-2.8 0.7 0.3
4.9 -1.3 0.3
-0.6 -0.9 1.7
0.5 0.4 0.4
-1.4 4.2 -3.0
-0.1 -2.7 2.3
0.6 3.2 1.5
-2.0 0.1 1.1
0.7 -1.6 -0.3
-1.7 3.3 0.7
-0.5 -0.2 0.0
-0.8 -0.7 0.4
-0.3 -0.1 -0.4
2.5 0.0 -0.9
0.0 -0.7 0.0
-1.0 -0.9 -1.0
-0.1 -1.4 0.4
1.1 -1.0 -1.1
-0.2 0.4 0.3
2.9 -0.4 -0.8
0.7 0.8 0.4
0.3 2.0 -0.7
-0.7 -0.7 0.2
-0.3 -0.1 -0.2
-0.5 -2.3 0.8
-0.6 -1.0 -2.1
0.4 1.0 0.2
-0.1 -0.3 -0.4
-0.6 -0.1 -0.2